# 1
C20H22Cl2CoN2O as an isolated structure at a distorted geometry, computed with wB97M-V/def2-TZVPD.

Computed properties:
HOMO energy (alpha / beta) (eV): -6.85 / -7.40
Molecular weight (g mol⁻¹): 436.25
Multiplicity: 6
<S²>: 8.87
DFT total energy (a.u.): -3262.37156
HOMO-LUMO gap (alpha / beta) (eV): 6.27 / 5.79

Each line ends with the Löwdin charge.
Geometry (Å):
Co  0.46  0.75  0.02  0.27
C  2.22  2.02  0.76  -0.18
C  1.59  3.17  0.26  -0.11
C  1.79  3.56  -1.05  -0.10
C  2.62  2.82  -1.88  -0.11
C  3.24  1.68  -1.40  -0.10
C  3.04  1.28  -0.08  -0.11
H  2.18  1.80  1.82  0.11
H  1.00  3.79  0.93  0.11
H  1.30  4.45  -1.43  0.11
H  2.78  3.13  -2.90  0.11
H  3.89  1.10  -2.05  0.11
H  3.59  0.43  0.31  0.12
C  0.42  -3.13  -0.99  -0.06
C  0.73  -3.27  0.47  -0.21
C  0.93  -4.50  1.06  -0.07
C  1.20  -4.61  2.43  -0.08
C  1.27  -3.47  3.22  -0.07
C  1.09  -2.21  2.69  -0.21
C  1.15  -0.97  3.53  -0.05
C  0.83  -2.07  1.27  -0.32
N  0.69  -0.89  0.73  0.04
H  0.25  -4.10  -1.44  0.07
H  1.24  -2.63  -1.51  0.08
H  -0.47  -2.51  -1.13  0.06
H  0.86  -5.39  0.46  0.10
H  1.37  -5.59  2.86  0.10
H  1.46  -3.57  4.28  0.11
H  1.00  -1.22  4.58  0.07
H  0.40  -0.26  3.22  0.06
H  2.13  -0.50  3.44  0.08
O  -1.03  1.55  1.30  -0.15
N  -2.04  1.56  0.48  -0.21
C  -2.54  2.78  -0.05  0.02
C  -3.11  2.41  -1.18  -0.38
C  -3.34  0.24  -2.04  -0.49
C  -3.28  -0.42  -0.75  -0.03
C  -2.69  0.25  0.33  -0.04
H  -2.08  3.72  0.23  0.13
H  -4.56  1.82  -2.37  0.05
H  -3.37  -0.57  -2.76  0.13
H  -3.72  -1.39  -0.60  0.11
H  -2.59  -0.28  1.26  0.11
Cl  -0.04  0.78  -2.07  0.14
C  -2.96  2.10  -3.57  -0.37
Cl  -3.30  1.63  -2.29  0.87
H  -2.91  1.64  -4.54  0.08
H  -2.66  3.09  -3.87  0.09

=====

# 2
A 2-piece molecular cluster, C16H28BN2O11SSi overall at a distorted geometry, computed with wB97M-V/def2-TZVPD.

Computed properties:
Total charge: -1
HOMO energy (eV): -4.28
Molecular weight (g mol⁻¹): 495.37
Multiplicity: 1
DFT total energy (a.u.): -2276.20250
HOMO-LUMO gap (eV): 5.17

Each line ends with the Löwdin charge.
Geometry (Å):
C  -2.13  -2.85  3.34  -0.13
O  -0.92  -2.98  2.65  -0.17
C  -0.61  -1.80  1.92  -0.15
C  0.24  -2.04  0.67  -0.32
C  -0.16  -1.19  -0.54  -0.12
C  -1.35  -1.75  -1.37  -0.20
C  -2.64  -1.96  -0.60  -0.23
S  -3.91  -2.70  -1.64  0.58
O  -3.70  -4.10  -1.80  -0.27
O  -5.20  -2.40  -1.09  -0.30
O  -3.78  -2.02  -3.08  -0.17
C  0.17  -3.52  0.10  -0.63
O  1.18  -3.88  -0.57  -0.04
O  -0.89  -4.18  0.24  -0.01
N  1.66  -1.83  1.04  -0.10
O  1.93  -2.50  2.26  0.07
B  3.01  -3.35  2.16  -0.78
O  3.00  -4.58  1.52  0.17
O  4.17  -2.97  2.84  0.14
Si  2.29  -0.19  0.96  0.55
C  2.92  0.17  -0.80  -0.16
C  3.82  0.08  2.06  -0.16
C  1.10  1.23  1.40  -0.16
H  -2.96  -2.74  2.63  0.08
H  -2.31  -3.79  3.87  0.09
H  -2.12  -2.05  4.08  0.08
H  -1.57  -1.30  1.70  0.11
H  -0.12  -1.13  2.64  0.12
H  0.64  -1.15  -1.28  0.11
H  -0.48  -0.19  -0.26  0.10
H  -1.06  -2.60  -1.98  0.12
H  -1.55  -0.94  -2.08  0.11
H  -3.06  -1.00  -0.30  0.11
H  -2.57  -2.61  0.26  0.09
H  -2.98  -2.37  -3.50  0.08
H  3.38  -4.46  0.64  0.10
H  4.94  -3.02  2.26  0.09
H  3.13  -0.82  -1.24  0.03
H  3.86  0.71  -0.78  0.02
H  2.17  0.64  -1.42  0.01
H  4.73  -0.24  1.56  0.02
H  3.88  1.16  2.20  0.02
H  3.71  -0.37  3.04  0.03
H  1.63  1.99  1.98  0.03
H  0.17  0.95  1.87  0.02
H  0.83  1.72  0.46  -0.02
C  -1.79  6.90  -2.63  -0.08
C  -2.52  5.79  -2.23  -0.07
C  -1.87  4.66  -1.77  0.00
C  -0.49  4.65  -1.72  -0.14
C  0.26  5.74  -2.13  0.00
C  -0.40  6.87  -2.59  -0.07
N  0.21  3.46  -1.22  -0.33
O  -0.48  2.51  -0.88  0.07
O  1.42  3.50  -1.16  0.09
H  -2.30  7.78  -2.99  0.10
H  -3.60  5.81  -2.26  0.11
H  -2.44  3.80  -1.45  0.12
H  1.34  5.72  -2.09  0.12
H  0.17  7.74  -2.91  0.11

=====

# 3
One molecule with the formula C5H12N2 at a distorted geometry, computed with wB97M-V/def2-TZVPD.

Computed properties:
Relative energy (zero: lowest compared OMol25 entry of this formula, charge and spin) (kJ/mol): 400.73
SMILES: CNN1CC1(C)C
HOMO energy (eV): -8.08
Molecular weight (g mol⁻¹): 100.16
Multiplicity: 1
DFT total energy (a.u.): -307.07671
HOMO-LUMO gap (eV): 9.14

Each line ends with the Löwdin charge.
Geometry (Å):
C  -2.37  0.52  -0.65  -0.08
N  -1.61  -0.35  0.35  -0.08
N  -0.41  -0.82  -0.31  -0.12
C  0.50  -1.53  0.53  -0.12
C  0.85  -0.10  0.11  -0.54
C  0.87  0.90  1.19  -0.10
C  1.74  0.13  -1.15  -0.05
H  -2.35  1.59  -0.38  0.06
H  -1.71  0.38  -1.57  0.08
H  -3.46  0.11  -0.73  0.10
H  -2.04  -1.16  0.51  0.04
H  1.28  -2.32  0.08  0.14
H  0.31  -1.70  1.63  0.12
H  0.86  2.06  0.83  0.11
H  1.88  0.95  1.79  0.10
H  0.05  0.81  1.96  0.08
H  1.73  1.26  -1.20  0.07
H  1.11  -0.26  -2.03  0.09
H  2.76  -0.46  -0.98  0.11